No. 1
Molecular formula: C5H21NO7
Method: DFT, the ωB97M-V functional and the def2-TZVPD basis

Calculated values
E (eV): -21349.627
Energy above the lowest of the compared OMol25 structures with the same formula, charge and spin (kcal/mol): 0.00
2S+1: 1
LUMO energy (Ha): 0.017
Frontier orbital gap (eV): 10.842
SMILES string: CCCC(=O)NCO.O.O.O.O.O

Cartesian coordinates (Å):
H (-1.50981, -1.60063, 1.67362)
H (1.84078, 0.75120, -2.45483)
H (0.97554, 1.78244, 2.69238)
H (1.71790, 3.25405, -2.46401)
O (-1.70528, 0.55902, -0.65159)
H (0.89120, -2.11934, 0.58776)
H (2.65453, 1.87645, -0.66791)
C (0.14425, 1.45424, 2.06314)
H (0.84344, -0.55195, 1.86381)
C (-0.06582, -0.05323, 2.19939)
O (-3.31946, -3.38559, -0.29015)
H (0.37052, 1.75085, 1.04035)
H (-0.74621, 1.98938, 2.39560)
O (3.28012, 1.31720, -0.15892)
H (-3.65759, -3.24944, -1.18323)
O (-0.51386, -3.52392, 0.04469)
H (-0.20408, -0.28643, 3.25534)
H (0.92329, -2.76806, -1.08518)
C (0.29737, -2.39707, -0.28061)
H (-2.17927, 0.00396, 1.74324)
H (-1.53501, 3.61145, -1.30274)
O (1.50110, 2.52893, -1.87624)
H (2.89796, -0.15842, -1.88856)
H (-0.82841, -3.53420, 0.95006)
H (-1.24951, 2.27176, -0.60213)
H (-0.35868, -1.08279, -1.76525)
C (-1.30070, -0.55775, 1.43245)
H (-2.34069, -3.35982, -0.38559)
N (-0.48889, -1.30147, -0.78964)
H (0.62066, 2.79973, -1.50469)
H (2.91343, 1.32971, 0.73833)
O (2.18846, -0.16121, -2.54544)
C (-1.16087, -0.37405, -0.06158)
O (-0.89641, 3.18498, -0.72187)

No. 2
Molecular formula: C20H15Br2F5N3PtS
Method: DFT, the ωB97M-V functional and the def2-TZVPD basis

Calculated values
E (eV): -193207.810
Energy above the lowest of the compared OMol25 structures with the same formula, charge and spin (kcal/mol): 11.13
2S+1: 1
LUMO energy (spin up / spin down) (Ha): 0.057 / 0.057
Frontier orbital gap (spin up / spin down) (eV): 3.972 / 3.974
Total charge: -1

Cartesian coordinates (Å):
C (-2.17288, -0.70883, 2.99433)
Br (-5.40269, 1.06025, 4.85572)
C (-3.80686, 2.27406, -0.42497)
H (3.86344, 1.30075, -0.45172)
C (-4.05617, 0.59879, 3.60008)
C (1.35714, 2.24925, -0.59188)
H (2.52022, -0.02006, -2.92800)
H (-4.67242, 2.60733, 0.12765)
C (-3.97011, 1.27135, 2.42151)
H (-2.41501, 2.41197, -3.51751)
F (4.40294, -4.64097, -1.71140)
F (1.74881, -4.49570, -2.27482)
C (1.84835, -2.51488, 0.78900)
C (-2.95441, 0.91212, 1.50186)
C (-1.65731, 1.33266, -1.83350)
C (3.11321, 0.51400, -0.31977)
F (3.75031, -2.01552, 2.11079)
C (3.20947, -2.62773, 1.04786)
C (1.81899, 0.86445, -1.08131)
H (1.28025, 1.21318, -3.16521)
H (2.14335, 2.99175, -0.76300)
H (2.90305, 0.39994, 0.74569)
H (-0.79713, 0.90729, -2.33458)
Pt (-0.46008, -0.20195, 0.47580)
C (-3.15921, -0.43801, 3.91112)
C (2.22941, -3.87513, -1.18683)
C (-2.84223, 1.44121, 0.18913)
C (2.16249, 0.94891, -2.57722)
H (0.46188, 2.58661, -1.11550)
H (1.13312, 2.21810, 0.47549)
F (0.08887, -3.18595, -0.64754)
H (-4.66191, 2.06766, 2.19109)
C (-3.64829, 2.61638, -1.73225)
Br (-4.94428, 3.70985, -2.58573)
H (2.93458, 1.70247, -2.76232)
C (3.58074, -3.95377, -0.90461)
S (0.81313, -1.57159, 1.84759)
N (-2.03371, -0.05434, 1.83367)
C (4.07086, -3.33195, 0.22552)
N (0.90468, -0.24543, -0.89908)
H (3.51974, -0.42561, -0.69720)
F (5.38146, -3.40487, 0.51109)
C (-2.55322, 2.14578, -2.48114)
H (-3.22578, -0.99099, 4.83492)
C (1.38406, -3.17653, -0.34637)
H (-1.43652, -1.48099, 3.17985)
N (-1.75432, 1.01468, -0.53628)

No. 3
Molecular formula: C16H15BeN3O3
Method: DFT, the ωB97M-V functional and the def2-TZVPD basis

Calculated values
E (eV): -27838.033
2S+1: 1
LUMO energy (Ha): -0.265
Frontier orbital gap (eV): 8.333
Total charge: +2

Cartesian coordinates (Å):
C (0.60910, -0.39408, 2.99400)
C (-1.01735, 1.20324, 4.11649)
H (-0.78472, 0.79540, 5.11180)
N (-0.58553, 1.12805, 1.71430)
Be (0.42303, 0.40166, 0.55696)
H (-2.45130, 2.71856, 4.73461)
C (0.90582, 1.03742, -2.07652)
C (-1.58966, 2.00496, 1.51090)
H (-1.82997, 2.20222, 0.45616)
H (-3.02847, 3.36497, 2.35433)
C (0.63179, 0.54189, -4.35551)
C (2.25839, -2.54067, 2.55683)
H (-2.79951, -2.78009, -4.51206)
O (0.96043, 0.90552, -0.78879)
H (-0.87449, -1.32656, -4.78340)
N (1.01183, -0.67936, 1.71016)
H (1.93077, -2.02279, 0.43718)
O (-0.67874, -1.19216, -1.38124)
H (0.96088, -0.26201, -5.01350)
C (-1.95505, 2.22049, 3.89705)
O (1.33255, 2.09493, -2.73320)
C (1.75887, -1.77974, 1.49493)
H (2.62501, 1.27083, -4.20948)
H (-0.33157, 0.91741, -4.73089)
C (-0.51766, -0.93641, -2.57423)
C (1.60724, 1.62066, -4.17374)
C (-2.42215, -2.20712, -3.64194)
H (0.66308, -0.85884, 5.10182)
C (1.92053, -2.19457, 3.87704)
C (-2.26558, 2.60311, 2.57950)
C (-1.27680, -1.52022, -3.75295)
H (2.34959, -2.75854, 4.70966)
C (-0.34559, 0.69137, 2.99774)
H (2.90882, -3.39717, 2.32401)
H (-3.05569, -2.22207, -2.73122)
H (1.45364, 2.39911, -4.93355)
N (0.46390, 0.08546, -2.94855)
C (1.03455, -1.13488, 4.10532)

No. 4
Molecular formula: C27H44N3OP3Pb
Method: DFT, the ωB97M-V functional and the def2-TZVPD basis

Calculated values
E (eV): -68297.987
2S+1: 1
LUMO energy (spin up / spin down) (Ha): -0.571 / -0.571
Frontier orbital gap (spin up / spin down) (eV): 1.716 / 1.739
Total charge: +4

Cartesian coordinates (Å):
H (2.20220, 0.53838, 3.28038)
H (-3.84003, 1.48271, -8.88080)
H (-2.91213, 3.10220, -8.79175)
H (0.71980, 0.14183, -3.46143)
C (-1.75776, 1.38899, -9.31537)
H (3.24787, 1.41530, -2.21555)
C (-1.66634, 0.87052, 6.53441)
C (-2.45121, 0.98252, -4.50207)
N (-1.14114, 0.39361, 4.23384)
O (-1.58700, 0.85250, -2.32069)
C (-2.32766, -0.20474, 3.81345)
C (-2.31345, -0.14853, 2.44709)
N (-1.16066, 0.51749, 2.02581)
C (-1.10564, 0.22241, -6.34852)
H (2.09126, -3.23841, 2.80174)
C (-0.00833, 0.02535, -5.50140)
H (3.84711, -1.38364, 0.10663)
C (-0.12591, 0.28663, -4.14620)
H (-0.07507, 3.66398, -1.77095)
P (-1.07488, -2.68097, -0.81009)
C (0.04931, 0.68457, 8.22732)
H (-2.61605, -4.39958, -0.07488)
H (3.93311, 1.52721, -0.56706)
H (0.94515, -0.32341, -5.90350)
H (-3.03363, -0.52361, 1.74157)
H (3.04013, 3.97908, 0.58191)
C (-1.26103, 1.01949, 7.85617)
H (3.79727, 3.00493, -1.58920)
H (-3.03006, -1.78376, -1.93124)
C (-1.38067, 0.72402, -3.59368)
P (1.90307, -1.14513, 1.54490)
C (3.32776, 2.04801, -1.32081)
H (1.50852, 4.52708, -1.83373)
H (3.50215, -0.70134, 3.30151)
H (-3.14237, 0.93368, -6.53626)
H (2.89601, -2.90909, 0.20114)
C (1.00758, 3.55045, -1.92181)
H (0.45848, 1.38997, 3.19068)
C (-0.47977, 0.82304, 3.13138)
C (3.29516, -2.06136, 0.77508)
H (-2.31276, -3.16583, 1.19394)
C (1.37488, -2.40345, 2.77814)
H (0.80631, -4.24170, -0.84177)
H (1.31682, -0.02942, 5.10880)
H (-2.95497, -3.57022, -2.07510)
C (2.87961, -0.06143, 2.65765)
C (-2.88840, 2.01992, -8.95801)
H (1.16870, 3.12759, -2.92197)
H (-2.70288, 1.06867, 6.23114)
H (0.38345, -2.77814, 2.48331)
H (-3.38316, 1.34409, -4.07365)
H (-0.41037, -4.63940, -2.09716)
H (3.96588, -2.42740, 1.56813)
C (-2.36744, -2.64190, -2.10753)
Pb (-0.36398, 0.23329, -0.34721)
C (0.13191, -3.82128, -1.60021)
C (0.97936, 0.30058, 7.24594)
H (-2.98974, -0.70882, 4.49656)
H (3.51825, 0.60169, 2.05798)
H (2.03220, 2.95791, 1.66319)
C (2.05072, 3.52649, 0.72653)
H (1.98852, 0.00221, 7.52553)
H (-1.75007, 0.31528, -9.53706)
H (1.31869, -1.95149, 3.77688)
H (-1.00173, 0.04375, -7.41897)
H (-1.97485, 1.36012, 8.60939)
H (-0.81202, 1.92859, -9.44159)
C (0.42995, 0.74699, 9.60967)
C (-0.71326, 0.52639, 5.57330)
H (0.72636, -3.26767, -2.33984)
C (-1.85063, -3.79059, 0.41997)
H (-1.09314, -4.44289, 0.87348)
H (1.29457, 4.31688, 0.77663)
H (1.15610, -0.68120, -1.10132)
P (1.65056, 2.39416, -0.65980)
C (0.61379, 0.25768, 5.89846)
H (-1.90589, -2.52755, -3.09788)
N (0.72282, 0.76123, 10.74068)
C (-2.31533, 0.72445, -5.85424)

No. 5
Molecular formula: C21H12BrN3O2
Method: DFT, the ωB97M-V functional and the def2-TZVPD basis

Calculated values
E (eV): -100576.108
2S+1: 1
LUMO energy (Ha): -0.038
Frontier orbital gap (eV): 7.270
SMILES string: N#CC(C#N)=C1C=CC=CN1/C(=C\c1ccco1)C(=O)c1ccc(Br)cc1

Cartesian coordinates (Å):
H (-5.17622, 3.08846, 1.42459)
C (0.68670, -1.94276, -2.08070)
H (-2.71020, 3.59419, 1.25882)
C (-0.69584, 1.85844, 0.84887)
H (0.50007, -1.72680, -4.18155)
C (4.01600, 0.40124, 1.18004)
C (0.50688, -1.36431, -0.71962)
C (-0.32858, 0.02472, -3.10463)
H (1.19061, -2.88134, -2.22440)
H (-0.66522, 0.50161, -3.99965)
C (-2.61410, 0.19699, 0.95264)
H (5.97033, -0.66456, 0.74498)
O (-0.39160, 3.05595, 0.88252)
C (4.37584, -0.76111, -0.72889)
C (-0.43549, 0.63115, -1.87841)
H (4.07886, 0.85523, 2.15723)
C (-2.13304, 1.52223, 1.03153)
N (0.24582, -1.40538, 2.83658)
C (-3.06566, 2.55269, 1.20257)
H (1.73401, 1.71065, 1.69243)
C (-4.88632, 0.97384, 1.15208)
H (-1.98244, -0.63685, 0.78369)
C (0.43923, -1.79038, 1.75304)
C (0.34017, 0.90911, 0.34010)
C (-3.96489, -0.05758, 0.98656)
O (3.12063, -0.24254, -0.79049)
C (1.20236, -3.50414, 0.25065)
N (0.02745, 0.00092, -0.68548)
H (4.85243, -1.35260, -1.48726)
C (4.97633, -0.40808, 0.43402)
H (-4.33409, -1.04944, 0.87832)
N (1.63703, -4.51766, -0.12200)
C (-4.43117, 2.30879, 1.28442)
C (0.74144, -2.16573, 0.39825)
Br (-6.72988, 0.49941, 1.31579)
C (2.87912, 0.42276, 0.41932)
C (0.30435, -1.26332, -3.22521)
C (1.64149, 1.03458, 0.84758)
H (-0.92238, 1.59164, -1.82836)